[1]
The following is a DFT calculation (wB97M-V/def2-TZVPD) of a structure of composition C4H14NO3.

As for the HOMO-LUMO gap: 4.10 eV. The total energy comes out at -440.99927 Ha. As for the charge: -1.

Cartesian coordinates (Å):
O  -2.33  1.67  1.97
O  -1.16  0.07  3.38
O  -1.75  -2.14  -0.65
N  0.87  0.16  -0.21
C  -0.45  0.52  0.19
C  0.88  -1.29  -0.40
C  1.37  0.78  -1.77
C  2.40  -0.02  -2.29
H  2.01  1.57  -1.36
H  3.36  0.05  -1.79
H  0.11  -1.62  -1.12
H  -3.19  1.89  2.35
H  2.37  -0.56  -3.23
H  -0.60  0.04  1.18
H  -2.70  -2.10  -0.48
H  0.53  -1.69  0.55
H  -0.51  0.60  3.86
H  -1.27  0.12  -0.44
H  -1.72  0.86  2.70
H  1.91  -1.60  -0.63
H  -0.56  1.59  0.36
H  0.42  1.10  -2.16

Computed Löwdin charges, given in elementary charges:
1. O -0.352
2. O -0.303
3. O -0.421
4. N -0.096
5. C -0.134
6. C -0.142
7. C -0.155
8. C 0.033
9. H 0.104
10. H 0.072
11. H 0.063
12. H -0.070
13. H 0.066
14. H 0.098
15. H -0.103
16. H 0.094
17. H -0.049
18. H 0.101
19. H -0.076
20. H 0.082
21. H 0.079
22. H 0.109



[2]
The following is a DFT calculation (wB97M-V/def2-TZVPD) of a cluster of 2 separate species, C7H17NO2 in total.

As for the HOMO-LUMO gap: 8.64 eV. The total energy comes out at -482.06085 Ha. As for the charge: 0.

Cartesian coordinates (Å):
O  -0.39  -0.68  0.59
O  2.20  -1.47  0.15
N  -0.23  1.35  -0.47
C  1.87  -0.08  0.01
C  -2.22  -0.96  -0.16
C  2.14  0.65  1.32
C  2.72  0.46  -1.13
C  -2.59  0.14  -0.95
C  0.35  -0.06  -0.34
C  -2.84  -1.20  1.18
H  -2.61  0.01  -2.03
H  -3.81  -1.68  1.04
H  -2.21  -1.85  1.80
H  -1.85  -1.84  -0.67
H  3.78  0.31  -0.90
H  1.48  0.28  2.10
H  2.56  1.53  -1.29
H  -0.22  1.81  0.44
H  -3.37  0.80  -0.56
H  3.18  0.48  1.62
H  -1.37  1.00  -0.76
H  -3.00  -0.26  1.71
H  0.24  -0.48  -1.36
H  1.46  -1.86  0.65
H  2.50  -0.08  -2.06
H  0.21  1.94  -1.18
H  2.00  1.73  1.23

Computed Löwdin charges, given in elementary charges:
1. O -0.168
2. O -0.017
3. N 0.133
4. C -0.574
5. C -0.246
6. C -0.026
7. C -0.027
8. C -0.133
9. C -0.447
10. C -0.084
11. H 0.060
12. H 0.086
13. H 0.074
14. H 0.122
15. H 0.090
16. H 0.084
17. H 0.077
18. H 0.128
19. H 0.066
20. H 0.088
21. H 0.097
22. H 0.082
23. H 0.154
24. H 0.093
25. H 0.087
26. H 0.126
27. H 0.077



[3]
The following is a DFT calculation (wB97M-V/def2-TZVPD) of the ion C7H14IN4O with charge +1.

As for the HOMO-LUMO gap: 8.91 eV. The total energy comes out at -866.81553 Ha. As for the charge: +1.

Cartesian coordinates (Å):
I  2.32  0.46  3.16
O  0.18  -2.82  -0.04
N  -0.14  -0.77  -1.05
N  0.96  1.44  0.73
N  -0.77  2.50  -0.50
N  -1.25  1.02  1.22
C  1.48  -1.07  0.80
C  -1.55  -1.09  -1.34
C  -0.36  1.68  0.44
C  0.68  -0.56  -2.26
C  0.45  -1.68  -0.14
C  -0.46  0.13  2.13
C  0.92  0.18  1.48
H  -1.95  -1.86  -0.68
H  1.30  -1.41  -2.53
H  1.35  0.29  -2.07
H  -0.39  0.54  3.13
H  -1.71  -1.46  -2.36
H  -2.14  -0.18  -1.21
H  2.33  -0.74  0.19
H  -1.76  0.40  0.58
H  1.79  -1.77  1.57
H  1.30  2.19  1.34
H  -0.34  2.45  -1.42
H  0.06  -0.26  -3.09
H  -1.44  3.23  -0.34
H  -0.89  -0.86  2.26

Computed Löwdin charges, given in elementary charges:
1. I 1.001
2. O 0.178
3. N -0.175
4. N 0.099
5. N 0.250
6. N 0.145
7. C -0.143
8. C -0.048
9. C -0.389
10. C -0.035
11. C -0.484
12. C -0.146
13. C -0.760
14. H 0.097
15. H 0.105
16. H 0.080
17. H 0.069
18. H 0.099
19. H 0.075
20. H 0.132
21. H 0.121
22. H 0.091
23. H 0.113
24. H 0.139
25. H 0.091
26. H 0.148
27. H 0.146



[4]
The following is a DFT calculation (wB97M-V/def2-TZVPD) of a structure of composition C6H14AgClN2O2.

As for the HOMO-LUMO gap: 6.52 eV. The total energy comes out at -1104.14985 Ha. As for the charge: 0.

Cartesian coordinates (Å):
Ag  2.15  -3.16  -0.06
Cl  -0.28  -1.99  0.42
O  1.27  -0.45  5.29
O  -1.58  0.16  -4.90
N  0.10  -0.35  3.37
N  -0.55  1.14  -3.19
C  -0.68  0.21  -2.11
C  0.77  -1.02  4.33
C  -0.90  1.06  -4.44
C  -0.31  2.10  -5.40
C  0.83  -2.54  4.24
C  -0.06  1.05  3.18
H  0.28  1.41  2.21
H  -1.06  2.78  -5.78
H  0.72  -2.98  5.23
H  -1.05  1.44  3.43
H  1.74  -3.00  3.88
H  -0.20  -0.89  2.57
H  -0.06  1.99  -2.96
H  -1.01  -0.72  -2.59
H  -0.04  -2.77  3.62
H  0.43  2.63  -4.80
H  0.56  1.64  3.84
H  -1.53  0.55  -1.52
H  0.27  0.05  -1.60
H  0.19  1.64  -6.25

Computed Löwdin charges, given in elementary charges:
1. Ag 0.611
2. Cl -0.285
3. O 0.027
4. O 0.039
5. N -0.013
6. N -0.017
7. C -0.110
8. C -0.552
9. C -0.600
10. C 0.003
11. C -0.012
12. C -0.097
13. H 0.080
14. H 0.080
15. H 0.080
16. H 0.083
17. H 0.069
18. H -0.012
19. H 0.130
20. H 0.080
21. H 0.059
22. H 0.061
23. H 0.080
24. H 0.088
25. H 0.045
26. H 0.082



For the records above, the corresponding lowest unoccupied orbital energy values read 0.0401 0.7388 -4.1736 -2.6414 eV.
For the records above, the corresponding relative energy (zero: lowest compared OMol25 entry of this formula, charge and spin) values read 200.51 73.72 0.00 0.00 kcal per mole.
For the records above, the corresponding HOMO values read -4.061 -7.905 -13.085 -9.166 eV.